83
Properties=species:S:1:pos:R:3 method="wB97M-V/def2-TZVPD" e_lumo_ev=-0.11 homo_lumo_gap_ev=8.42 relative_energy_ev=5.742 smiles="NC(N)=O.NC(N)=O.NC(N)=O.NC(N)=O.CCO.CCO.CCO.CO.CO.CO.CO"
N 8.2580 6.2473 -10.5511
C 8.2662 7.2874 -9.8246
N 8.9713 8.2549 -10.2847
O 7.5392 7.2934 -8.6703
H 7.7160 5.4881 -10.1259
H 8.9698 5.8927 -11.1573
H 8.9841 9.1252 -9.7176
H 9.7119 8.0507 -10.9517
N 13.6599 1.1942 -17.7185
C 13.8756 1.7240 -16.5144
N 12.8928 2.4682 -16.0803
O 15.0822 1.5519 -15.8160
H 14.2689 0.4653 -17.9973
H 12.9476 1.2526 -18.4446
H 13.2289 3.0280 -15.2687
H 11.9348 2.4972 -16.3880
N 7.1434 6.9417 -12.8757
C 7.9638 7.3479 -13.8024
N 7.2017 7.9625 -14.6769
O 9.3403 7.2844 -13.7604
H 7.6699 6.6185 -11.9623
H 6.1316 7.2368 -12.7424
H 7.6567 8.5127 -15.4219
H 6.2746 7.6362 -14.8842
N 10.3052 4.9593 -14.5143
C 10.3305 4.2017 -13.4954
N 10.8611 3.0589 -13.6667
O 10.0836 4.7120 -12.2640
H 9.9211 5.9371 -14.3473
H 10.4832 4.5398 -15.4091
H 10.7269 2.5178 -12.8211
H 11.0837 2.5582 -14.5896
C 10.3863 4.9704 -17.7760
C 9.4515 3.8147 -17.2918
O 10.2393 2.7967 -16.6878
H 11.0274 4.6948 -18.6663
H 10.8947 5.4483 -16.9820
H 9.6249 5.6183 -18.1589
H 9.0899 3.2637 -18.1203
H 8.8197 4.1499 -16.5037
H 9.5961 1.9942 -16.7158
C 13.4186 3.0472 -11.8840
C 14.0876 3.1812 -13.2694
O 13.3562 4.0722 -14.0406
H 14.1435 2.5997 -11.1657
H 12.5784 2.4429 -11.8546
H 13.0348 3.9587 -11.4314
H 14.2793 2.1942 -13.6120
H 15.0139 3.7538 -13.1348
H 12.3925 3.9557 -13.8567
C 12.0635 6.1090 -10.1114
C 12.2111 6.9780 -11.3324
O 10.9749 7.5448 -11.6832
H 11.9578 6.6714 -9.2123
H 12.8990 5.3768 -9.9408
H 11.1510 5.5214 -10.0998
H 12.6186 6.2963 -12.0618
H 12.9818 7.7987 -11.2586
H 10.8000 7.3189 -12.6295
C 8.0074 0.5898 -15.1901
O 7.8999 1.0897 -16.5163
H 8.4822 -0.3519 -15.1677
H 6.9922 0.7865 -14.7394
H 8.6426 1.2612 -14.6022
H 7.7074 0.3984 -17.1125
C 11.2849 -0.6707 -16.1037
O 11.5525 0.2571 -15.0779
H 10.7623 -1.5262 -15.7281
H 12.1972 -1.0266 -16.6204
H 10.6946 -0.2451 -16.8287
H 12.2287 0.8754 -15.3632
C 13.3313 7.1043 -14.9131
O 12.0489 7.2019 -14.3924
H 13.2692 6.2853 -15.6357
H 13.9297 6.7328 -14.0712
H 13.6652 8.0993 -15.3194
H 11.6278 6.3520 -14.4753
C 8.9205 1.8415 -11.4792
O 10.2999 1.4610 -11.3468
H 8.3860 1.4618 -10.6002
H 8.3609 1.5571 -12.3685
H 8.7818 2.9302 -11.3591
H 10.7664 2.0341 -10.7467

78
Properties=species:S:1:pos:R:3 method="wB97M-V/def2-TZVPD" e_lumo_ev="-6.94 / -12.12" total_charge=+2 homo_lumo_gap_ev="7.39 / 2.21" multiplicity=3
Ag -0.4548 3.5170 -1.7660
C 1.3944 -0.1170 -1.1445
C 0.1869 0.5103 -0.3855
C 0.5928 1.1638 0.9474
O -0.6335 1.2956 -1.2057
H 2.0975 0.6736 -1.4066
H 1.0976 -0.6409 -2.0531
H 1.8968 -0.8567 -0.5211
H -0.4046 -0.3763 -0.1572
H 1.2125 0.5407 1.5923
H -0.3432 1.4209 1.4433
H 1.1316 2.1015 0.8117
C -4.2502 0.3637 -1.5276
O -3.2633 0.1632 -0.5424
H -4.5056 -0.5497 -2.0648
H -5.1697 0.7399 -1.0793
H -3.9108 1.0307 -2.3200
H -2.4634 0.5581 -0.8971
C 0.5443 1.3735 4.4435
O 1.2542 1.8257 5.5703
H -0.5027 1.6653 4.5260
H 0.8847 1.9187 3.5632
H 0.5338 0.2853 4.3811
H 0.8047 1.5974 6.3873
C 0.8524 -3.0957 1.9645
O 1.3012 -4.4251 1.8663
H 1.6263 -2.4360 1.5721
H -0.1052 -2.9628 1.4611
H 0.7654 -2.8635 3.0259
H 0.5464 -4.9675 1.6262
C 4.2848 0.3310 1.7967
O 5.2484 0.1927 2.8912
H 4.8238 0.4529 0.8572
H 3.6271 -0.5381 1.7801
H 3.6883 1.2053 2.0572
H 4.8387 0.4542 3.7191
C -0.4875 4.4024 1.6484
O -0.5017 4.6551 0.2911
H -0.9922 3.4693 1.8989
H 0.5685 4.2875 1.8927
H -0.8221 5.2446 2.2541
H -0.4057 5.6084 0.2314
C -4.0116 -2.9770 -0.0749
O -2.7744 -2.5625 -0.5353
H -4.1314 -2.8759 1.0037
H -4.8238 -2.4919 -0.6163
H -4.1861 -4.0259 -0.3147
H -2.7568 -1.6027 -0.5463
C 2.4773 -0.4241 -4.3919
O 1.4117 -0.6477 -5.3456
H 2.6482 -1.3079 -3.7773
H 3.3140 -0.0354 -4.9724
H 2.2304 0.3903 -3.7108
H 0.8541 -1.3242 -4.9546
C -1.5203 -0.9604 -3.6855
O -0.6937 -2.0088 -4.0866
H -1.9629 -1.1352 -2.7048
H -0.8849 -0.0758 -3.7262
H -2.3342 -0.7960 -4.3917
H -0.7858 -2.7004 -3.4273
C 2.6911 4.5073 -0.6326
O 1.9861 3.5241 -1.3704
H 2.4400 4.3193 0.4113
H 3.7674 4.3762 -0.7450
H 2.4825 5.5358 -0.9271
H 2.6284 3.0761 -1.9257
C -2.2036 -0.8230 2.8368
O -2.6652 0.4326 2.4197
H -1.3207 -1.1502 2.2877
H -1.7787 -0.7165 3.8349
H -3.0088 -1.5577 2.8440
H -2.8253 0.4189 1.4732
C 0.2306 -4.0193 -1.6054
O -1.0569 -3.9199 -2.1452
H 0.3634 -4.9694 -1.0879
H 0.9557 -3.9753 -2.4180
H 0.3079 -3.1633 -0.9351
H -1.6504 -3.5534 -1.4857

78
Properties=species:S:1:pos:R:3 method="wB97M-V/def2-TZVPD" e_lumo_ev=0.46 homo_lumo_gap_ev=9.70 relative_energy_ev=1.754 smiles=COC[C@H](C)N.COC[C@H](C)N.COC[C@H](C)N.CO.CO.O.O.O.O.O
C -18.2291 8.4824 -8.9855
O -17.2556 9.2541 -8.3150
C -17.8079 10.4230 -7.7597
C -16.6598 11.2298 -7.1516
C -15.9982 10.5712 -5.9534
N -17.1517 12.5660 -6.8016
H -18.9208 8.0680 -8.2422
H -17.7535 7.6749 -9.5292
H -18.8625 9.0861 -9.6433
H -18.2697 11.0317 -8.5455
H -18.5430 10.1601 -6.9881
H -15.9220 11.3343 -7.9606
H -15.0654 11.0657 -5.6851
H -15.7740 9.5266 -6.1752
H -16.6813 10.6182 -5.1012
H -16.3935 13.2362 -6.7157
H -17.6833 12.8935 -7.6081
C -17.4682 8.3003 -0.3799
O -16.3153 7.5772 0.0187
C -15.5952 8.1544 1.0685
C -14.3956 7.2933 1.3628
C -14.8250 5.9265 1.9337
N -13.4462 7.9889 2.2635
H -17.1558 9.3556 -0.3373
H -18.2789 8.1231 0.3359
H -17.7512 8.0709 -1.3959
H -15.2677 9.1874 0.8702
H -16.2361 8.2258 1.9611
H -13.8275 7.0158 0.4658
H -15.2368 6.0432 2.9401
H -13.9262 5.3155 2.0551
H -15.5322 5.4529 1.2603
H -12.7921 8.4591 1.6454
H -12.8844 7.3094 2.7655
C -19.7999 5.2512 -0.6332
O -18.7994 5.8057 -1.4391
C -18.9844 5.5208 -2.8134
C -18.3339 6.5442 -3.7145
C -19.1093 7.8878 -3.8118
N -18.2384 5.9466 -5.0513
H -20.7039 5.8817 -0.6975
H -19.4903 5.2373 0.4123
H -20.1013 4.2306 -0.9063
H -18.5740 4.5177 -3.0020
H -20.0490 5.3733 -3.0499
H -17.3367 6.8559 -3.3964
H -18.5915 8.4793 -4.5731
H -19.1342 8.5054 -2.9118
H -20.1325 7.7663 -4.1806
H -18.0093 6.6502 -5.7381
H -19.1486 5.5750 -5.3094
C -16.9508 12.2734 0.8692
O -17.7252 11.4388 1.7430
H -17.2999 12.2125 -0.1600
H -16.9589 13.2988 1.2420
H -15.9137 11.9250 0.8063
H -17.5102 11.7218 2.6343
C -21.2703 10.9375 -3.3926
O -22.2001 11.5043 -4.3113
H -20.5028 10.4758 -4.0064
H -20.8939 11.6849 -2.6907
H -21.6716 10.1380 -2.7571
H -22.9478 11.8176 -3.7918
O -15.5633 13.6194 -3.6060
H -16.4357 13.4393 -3.2335
H -15.1546 12.7482 -3.7039
O -15.1456 10.8631 -2.2813
H -16.0656 10.6964 -2.5441
H -14.7371 9.9903 -2.2492
O -18.5165 13.3441 -4.2568
H -18.4092 14.1520 -4.7666
H -18.1766 12.6493 -4.8515
O -18.0926 11.1008 -2.3128
H -18.2374 11.8726 -2.8809
H -18.8749 11.0682 -1.7304
O -19.8264 10.7401 -0.1268
H -20.4774 11.4401 0.0002
H -19.1989 10.8467 0.6115

In Eh/bohr, the maximum force values for the records above are, in order, 0.1860 0.0591 0.0335.